Formula: C24H48IrN3S5SiTe
Source: the Open Molecules 2025 dataset
Level of theory: ωB97M-V/def2-TZVPD

Structure (ORCA input):
```
! RIJCOSX wB97M-V def2-TZVPD def2/J DEFGRID3
* xyz 3 6
Ir -0.177 0.352 0.502
C -0.013 1.355 3.905
C -1.276 2.070 3.465
S -2.090 1.180 2.107
C -2.743 2.562 1.138
C -3.153 2.082 -0.241
S -1.831 1.299 -1.211
C -1.033 2.684 -2.054
C -0.219 3.595 -1.159
S 1.012 2.639 -0.234
C 1.115 3.635 1.274
C 1.847 2.860 2.355
S 1.262 1.169 2.636
H -0.227 0.329 4.213
H 0.437 1.873 4.752
H -1.081 3.093 3.150
H -1.980 2.102 4.297
H -1.991 3.347 1.099
H -3.620 2.950 1.657
H -3.550 2.905 -0.834
H -3.927 1.318 -0.168
H -1.816 3.244 -2.562
H -0.406 2.208 -2.810
H -0.846 4.141 -0.457
H 0.315 4.324 -1.768
H 0.109 3.924 1.575
H 1.676 4.540 1.041
H 1.798 3.389 3.307
H 2.898 2.742 2.091
C 1.177 -3.513 -2.494
Te -0.225 -1.985 -2.079
C -1.798 -2.936 -3.151
H 0.788 -4.445 -2.086
H 2.120 -3.249 -2.024
H 1.288 -3.592 -3.572
H -1.470 -3.113 -4.173
H -2.675 -2.292 -3.141
H -2.011 -3.882 -2.653
C -1.699 -4.229 1.149
Si -1.957 -2.456 1.625
C -2.661 -2.276 3.338
C -3.152 -1.645 0.432
N -0.355 -1.598 1.476
C 0.764 -2.113 2.032
C 2.062 -1.739 1.550
C 3.202 -2.268 2.092
C 3.121 -3.170 3.161
C 1.871 -3.552 3.665
C 0.719 -3.056 3.112
H -2.666 -4.741 1.152
H -1.047 -4.754 1.849
H -1.266 -4.334 0.149
H -3.737 -2.472 3.286
H -2.526 -1.268 3.740
H -2.241 -2.987 4.052
H -3.841 -2.404 0.046
H -2.678 -1.168 -0.428
H -3.763 -0.901 0.950
H 2.118 -1.055 0.708
H 4.173 -1.998 1.694
H 4.025 -3.576 3.599
H 1.812 -4.243 4.496
H -0.237 -3.342 3.527
C 3.625 1.930 -5.198
N 2.945 0.871 -4.437
C 1.836 0.262 -5.170
C 3.263 0.540 -3.184
S 2.096 -0.235 -2.125
N 4.479 0.799 -2.690
C 5.710 0.759 -3.503
C 4.744 0.810 -1.251
H 2.858 2.519 -5.699
H 4.288 1.527 -5.963
H 4.181 2.585 -4.536
H 2.208 -0.134 -6.115
H 1.073 1.010 -5.390
H 1.400 -0.549 -4.600
H 5.516 0.336 -4.481
H 6.420 0.110 -2.992
H 6.160 1.744 -3.607
H 3.861 1.120 -0.702
H 5.548 1.518 -1.062
H 5.058 -0.178 -0.908
*
```

For the total energy, the calculation gives -102298.05339 eV. The gap between HOMO and LUMO (spin up / spin down) is 8.61 / 6.25 eV. The highest occupied orbital energy (spin up / spin down) is -15.5597 / -16.3192 eV. As for the expectation value of S²: 8.81.

---

Formula: C5H9N
Source: the Open Molecules 2025 dataset
Level of theory: ωB97M-V/def2-TZVPD

Structure (ORCA input):
```
! RIJCOSX wB97M-V def2-TZVPD def2/J DEFGRID3
* xyz 0 1
C 2.617 -0.026 -0.082
C -0.663 0.711 -1.006
C -0.127 -1.470 0.215
C 1.951 0.857 0.736
C -0.310 0.007 0.251
N 3.110 -0.804 -0.779
H 0.015 0.431 -1.810
H -1.672 0.412 -1.308
H -0.659 1.791 -0.884
H 0.866 -1.773 0.549
H -0.245 -1.847 -0.798
H -0.847 -1.961 0.872
H 1.823 1.870 0.394
H 1.957 0.685 1.798
H -0.682 0.429 1.174
*
```

For the energy above the lowest of the compared OMol25 structures with the same formula, charge and spin, the calculation gives 65.6 kcal per mole. For the total energy, the calculation gives -6818.15157 eV. The gap between HOMO and LUMO (spin up / spin down) is 8.16 / 8.16 eV. The highest occupied orbital energy (spin up / spin down) is -8.3423 / -8.3420 eV.

---

Formula: C3H5ClN2O2
Source: the Open Molecules 2025 dataset
Level of theory: ωB97M-V/def2-TZVPD

Structure (ORCA input):
```
! RIJCOSX wB97M-V def2-TZVPD def2/J DEFGRID3
* xyz 0 1
C -1.683 -0.055 -0.576
C -0.616 0.762 -0.660
C 0.973 -0.018 1.133
N -1.454 -1.289 -1.050
N 2.077 -0.034 0.408
O -2.266 -2.188 -1.068
O 0.421 -1.034 1.467
Cl -0.779 2.308 -0.010
H -2.449 0.070 0.057
H 0.235 0.538 -1.337
H 0.868 0.871 1.773
H 2.261 -0.821 -0.195
H 2.412 0.889 0.057
*
```

For the energy above the lowest of the compared OMol25 structures with the same formula, charge and spin, the calculation gives 115.3 kcal per mole. For the total energy, the calculation gives -22785.63138 eV. The gap between HOMO and LUMO (spin up / spin down) is 7.64 / 7.64 eV. The SMILES is O=N/C=C/Cl.NC=O. The highest occupied orbital energy (spin up / spin down) is -8.7435 / -8.7469 eV.

---

Formula: C7H15NOS
Source: the Open Molecules 2025 dataset
Level of theory: ωB97M-V/def2-TZVPD

Structure (ORCA input):
```
! RIJCOSX wB97M-V def2-TZVPD def2/J DEFGRID3
* xyz 0 1
C -0.764 -2.544 -2.288
C 1.172 -2.478 1.437
C 0.110 -1.953 -2.853
C -1.477 0.821 -0.620
C 0.136 2.098 0.819
C 0.998 0.396 -0.787
C -0.153 0.748 0.154
N -0.201 -0.276 1.188
O -1.454 -2.451 1.573
S -0.423 -1.918 0.689
H -1.526 -3.035 -1.758
H 1.215 -2.109 2.453
H 1.206 -3.561 1.428
H 1.981 -2.066 0.848
H 0.855 -1.484 -3.424
H -1.748 -0.167 -0.987
H -2.271 1.180 0.032
H -1.394 1.498 -1.467
H -0.616 2.331 1.570
H 0.128 2.886 0.070
H 1.111 2.081 1.298
H 0.807 -0.563 -1.258
H 1.097 1.155 -1.559
H 1.931 0.342 -0.230
H -0.886 -0.066 1.904
*
```

For the energy above the lowest of the compared OMol25 structures with the same formula, charge and spin, the calculation gives 96.4 kcal per mole. For the total energy, the calculation gives -21872.07163 eV. The gap between HOMO and LUMO is 9.41 eV. The highest occupied orbital energy is -8.5787 eV.

---

Formula: C6H12O2
Source: the Open Molecules 2025 dataset
Level of theory: ωB97M-V/def2-TZVPD

Structure (ORCA input):
```
! RIJCOSX wB97M-V def2-TZVPD def2/J DEFGRID3
* xyz 1 2
C 0.835 -3.020 1.706
C 1.435 -1.715 1.379
C 0.998 -1.065 0.242
C 1.251 0.141 -0.459
C -0.098 0.769 -0.711
O -0.063 2.179 -0.744
C -0.862 0.291 -2.001
H 0.643 -3.663 0.827
H -0.103 -2.958 2.293
H 1.499 -3.675 2.262
H 2.043 -0.991 1.955
H 0.042 -1.498 -0.020
H 2.132 0.738 -0.147
H -0.757 0.558 0.072
H -0.451 0.991 -2.847
H -0.924 -0.758 -2.209
H -1.929 0.745 -1.825
H -0.878 2.506 -0.249
H -3.162 2.254 0.972
O -2.375 1.989 0.491
*
```

For the energy above the lowest of the compared OMol25 structures with the same formula, charge and spin, the calculation gives 115.1 kcal per mole. For the total energy, the calculation gives -10498.10598 eV. The gap between HOMO and LUMO (spin up / spin down) is 7.08 / 7.06 eV. The highest occupied orbital energy (spin up / spin down) is -13.9849 / -13.9690 eV. As for the expectation value of S²: 0.75.

---

Formula: C44H65BrClFIN4O7RbSi2Te
Source: the Open Molecules 2025 dataset
Level of theory: ωB97M-V/def2-TZVPD

Structure (ORCA input):
```
! RIJCOSX wB97M-V def2-TZVPD def2/J DEFGRID3
* xyz 0 1
Rb -0.120 -1.231 1.004
C -2.116 2.784 -5.265
C -0.785 3.346 -4.786
C -0.823 4.866 -4.818
C 0.443 5.457 -4.229
C 0.588 4.989 -2.811
C 1.154 5.778 -1.841
C 1.295 5.297 -0.539
F 1.867 6.109 0.376
C 0.902 4.044 -0.188
C 0.331 3.214 -1.168
C 0.006 1.835 -0.801
O 0.278 1.406 0.339
C -0.538 1.036 -1.857
C -0.717 1.584 -3.086
N -0.452 2.870 -3.416
C 0.137 3.693 -2.468
C -0.828 -0.443 -1.643
O -0.015 -1.245 -2.150
O -1.796 -0.730 -0.906
H -2.384 3.280 -6.198
H -2.902 2.979 -4.533
H -2.087 1.716 -5.470
H 0.016 3.002 -5.448
H -1.697 5.222 -4.265
H -0.952 5.172 -5.857
H 0.430 6.546 -4.265
H 1.307 5.128 -4.816
H 1.503 6.776 -2.077
H 1.038 3.658 0.813
H -1.089 0.965 -3.888
O 1.184 -0.942 3.730
H 1.908 -1.062 3.078
H 1.560 -1.029 4.610
O -1.013 0.578 2.794
H -0.732 0.933 1.936
H -0.221 0.210 3.216
O -0.238 -3.521 -0.369
H 0.219 -3.585 -1.216
H -0.890 -2.834 -0.585
Br 0.464 -6.726 5.190
C -1.317 -6.471 4.606
C -2.180 -7.556 4.694
C -3.496 -7.428 4.284
C -3.952 -6.216 3.788
C -3.092 -5.134 3.700
C -1.766 -5.255 4.107
I -0.541 -3.580 3.940
H -1.811 -8.494 5.085
H -4.161 -8.279 4.355
H -4.979 -6.107 3.466
H -3.443 -4.185 3.311
C 3.939 2.279 -1.290
C 5.219 2.786 -0.621
C 5.788 3.865 -1.557
C 4.849 3.490 0.693
C 6.298 1.681 -0.355
O 7.471 2.361 0.175
C 6.813 0.904 -1.584
C 6.127 -0.352 -2.136
C 4.956 -0.110 -3.047
C 3.698 -0.609 -2.729
C 2.587 -0.344 -3.516
C 2.763 0.432 -4.648
Cl 1.389 0.798 -5.665
C 4.006 0.922 -5.014
C 5.099 0.640 -4.209
C 6.041 0.769 0.862
N 4.855 -0.082 0.927
C 3.671 0.136 1.509
N 2.973 -0.983 1.573
C 3.800 -1.889 0.986
N 4.943 -1.391 0.581
H 3.205 3.083 -1.269
H 3.487 1.416 -0.803
H 4.107 2.024 -2.335
H 5.000 4.590 -1.767
H 6.107 3.460 -2.517
H 6.614 4.419 -1.106
H 4.264 4.384 0.468
H 5.733 3.792 1.253
H 4.224 2.873 1.342
H 7.904 2.823 -0.550
H 7.818 0.592 -1.285
H 6.969 1.618 -2.396
H 5.837 -1.026 -1.331
H 6.902 -0.882 -2.698
H 3.570 -1.199 -1.827
H 1.611 -0.710 -3.226
H 4.111 1.508 -5.916
H 6.074 1.024 -4.489
H 6.044 1.404 1.746
H 6.889 0.095 0.956
H 3.357 1.097 1.883
H 3.547 -2.929 0.860
C -6.417 -2.993 -1.837
Si -5.326 -3.130 -0.320
C -3.658 -3.823 -0.799
C -6.150 -4.221 0.960
C -5.074 -1.420 0.409
Te -3.584 -1.471 1.932
C -4.348 0.111 3.156
Si -5.202 -0.535 4.691
C -3.987 -1.542 5.695
C -6.674 -1.585 4.203
C -5.797 0.919 5.718
H -6.603 -3.975 -2.277
H -5.947 -2.368 -2.599
H -7.384 -2.550 -1.588
H -3.762 -4.728 -1.402
H -3.060 -4.089 0.078
H -3.093 -3.087 -1.376
H -6.301 -5.232 0.573
H -7.123 -3.825 1.259
H -5.526 -4.288 1.854
H -5.999 -1.070 0.874
H -4.748 -0.701 -0.343
H -5.011 0.694 2.514
H -3.480 0.730 3.389
H -3.634 -2.416 5.143
H -4.447 -1.894 6.622
H -3.112 -0.943 5.962
H -6.370 -2.402 3.545
H -7.429 -0.991 3.683
H -7.146 -2.022 5.087
H -4.960 1.550 6.026
H -6.309 0.580 6.622
H -6.494 1.542 5.154
*
```

For the energy above the lowest of the compared OMol25 structures with the same formula, charge and spin, the calculation gives 9.8 kcal per mole. For the total energy, the calculation gives -184068.30696 eV. The gap between HOMO and LUMO is 7.02 eV. The highest occupied orbital energy is -6.9294 eV.